Entry 1:
Molecular formula: CHCl2FS2
Method: DFT, the ωB97M-V functional and the def2-TZVPD basis

Geometry (Å):
C -0.79017 -0.03517 0.72818
F -2.05897 0.03086 0.87803
S 1.04579 -0.24965 -1.92580
S -0.00491 1.15774 -1.08308
Cl -0.33314 -1.71315 0.48286
Cl 0.11812 0.74264 1.93237
H 2.02327 0.06674 -1.01256

For the energy above the lowest of the compared OMol25 structures with the same formula, charge and spin, the calculation gives 21.43 kcal per mole. The total charge is 0. The gap between HOMO and LUMO comes out at 8.89 eV. The value obtained for the calculated total energy is -50484.4505 eV. As for the HOMO energy: -9.3 eV.

=====

Entry 2:
Molecular formula: CHCl2NO
Method: DFT, the ωB97M-V functional and the def2-TZVPD basis

Geometry (Å):
Cl 1.25256 -1.30649 0.43341
C 0.99810 0.15695 -0.32202
N 0.46634 0.91620 -1.17999
O 1.17751 1.37313 0.14011
Cl -2.12879 -0.21310 0.94039
H -1.76572 -0.92670 -0.01190

For the energy above the lowest of the compared OMol25 structures with the same formula, charge and spin, the calculation gives 39.13 kcal per mole. The total charge is 0. The gap between HOMO and LUMO (alpha / beta) comes out at 10.18 / 10.18 eV. The value obtained for the calculated total energy is -29631.6221 eV. As for the HOMO energy (alpha / beta): -9.9 / -9.9 eV. As for the SMILES: ClC1=NO1.Cl.

=====

Entry 3:
Molecular formula: CHCl2NO
Method: DFT, the ωB97M-V functional and the def2-TZVPD basis

Geometry (Å):
Cl 0.89482 -1.00226 -1.83032
C -0.19152 -0.19963 -0.71313
O -1.54773 -0.43899 -0.93445
N -1.05712 0.84640 -1.26906
Cl -1.41387 2.18183 -0.09003
H 0.30796 -0.14356 0.16470

For the energy above the lowest of the compared OMol25 structures with the same formula, charge and spin, the calculation gives 32.64 kcal per mole. The total charge is 0. The gap between HOMO and LUMO comes out at 10.83 eV. The value obtained for the calculated total energy is -29631.9037 eV. As for the HOMO energy: -10.9 eV. As for the SMILES: Cl[C@@H]1ON1Cl.

=====

Q: What is the formula in the first record?
A: CHCl2FS2

=====

What did the third record say?
Molecular formula: CHCl2NO
Method: DFT, the ωB97M-V functional and the def2-TZVPD basis

Geometry (Å):
Cl 0.89482 -1.00226 -1.83032
C -0.19152 -0.19963 -0.71313
O -1.54773 -0.43899 -0.93445
N -1.05712 0.84640 -1.26906
Cl -1.41387 2.18183 -0.09003
H 0.30796 -0.14356 0.16470

For the energy above the lowest of the compared OMol25 structures with the same formula, charge and spin, the calculation gives 32.64 kcal per mole. The total charge is 0. The gap between HOMO and LUMO comes out at 10.83 eV. The value obtained for the calculated total energy is -29631.9037 eV. As for the HOMO energy: -10.9 eV. As for the SMILES: Cl[C@@H]1ON1Cl.